# 1
An isolated molecule of C3H4N2O. Source: OMol25; level of theory: ωB97M-V with the def2-TZVPD basis set.

Results
- ΔE to the lowest compared entry with this formula, charge and spin (kcal per mole) = 78.3
- lowest unoccupied orbital energy (eV) = 0.29

Positions of all 10 atoms, in Å:
C (-0.334, 1.066, 0.189)
H (-0.246, 2.111, 0.502)
H (-2.427, -0.899, -0.854)
N (1.825, -0.055, -0.075)
O (-0.922, -1.688, 0.264)
H (2.263, -0.833, -0.560)
C (-1.635, -0.776, -0.083)
N (-1.498, 0.537, 0.381)
H (2.282, 0.179, 0.823)
C (0.691, 0.356, -0.589)

Charges in e, computed with Mulliken, in the same order as the atoms:
1. C 0.158
2. H 0.391
3. H 0.321
4. N -0.282
5. O -0.485
6. H 0.273
7. C 0.197
8. N -0.445
9. H 0.225
10. C -0.353

# 2
An isolated molecule of C3H4N2O at a distorted geometry. Source: OMol25; level of theory: ωB97M-V with the def2-TZVPD basis set.

Results
- ΔE to the lowest compared entry with this formula, charge and spin (kcal per mole) = 55.8
- lowest unoccupied orbital energy (eV) = 0.75
- SMILES = Oc1cn[nH]c1

Positions of all 10 atoms, in Å:
O (-0.878, 1.659, 0.781)
H (1.222, -1.403, -1.643)
C (-0.191, -0.634, 1.167)
H (0.440, 0.909, -1.683)
H (-1.014, 2.219, 0.012)
C (0.313, 0.224, -0.838)
N (0.515, -1.620, 0.644)
N (0.731, -1.067, -0.790)
H (-0.872, -0.807, 1.990)
C (-0.266, 0.520, 0.360)

Charges in e, computed with Mulliken, in the same order as the atoms:
1. O -0.520
2. H 0.237
3. C -0.263
4. H 0.328
5. H 0.303
6. C -0.493
7. N -0.507
8. N -0.043
9. H 0.385
10. C 0.573

# 3
An isolated molecule of C3H4N2O at a distorted geometry. Source: OMol25; level of theory: ωB97M-V with the def2-TZVPD basis set.

Results
- ΔE to the lowest compared entry with this formula, charge and spin (kcal per mole) = 17.0
- lowest unoccupied orbital energy (eV) = 0.55
- SMILES = N#CCNC=O

Positions of all 10 atoms, in Å:
H (-0.118, 1.489, -0.780)
H (-0.045, -0.849, -1.656)
H (-1.203, 1.903, 1.186)
O (-1.300, -0.068, 1.701)
N (-0.348, 0.673, -0.232)
N (2.697, -1.140, -0.229)
C (0.142, -0.633, -0.601)
C (-0.992, 0.842, 0.963)
H (-0.414, -1.352, 0.005)
C (1.581, -0.864, -0.357)

Charges in e, computed with Mulliken, in the same order as the atoms:
1. H 0.219
2. H 0.287
3. H 0.338
4. O -0.537
5. N -0.166
6. N -0.369
7. C -0.368
8. C 0.065
9. H 0.260
10. C 0.271

# 4
An isolated molecule of C3H4N2O. Source: OMol25; level of theory: ωB97M-V with the def2-TZVPD basis set.

Results
- ΔE to the lowest compared entry with this formula, charge and spin (kcal per mole) = 54.3
- lowest unoccupied orbital energy (eV) = 0.64
- SMILES = NC1=N[C@H]1C=O

Positions of all 10 atoms, in Å:
N (-0.229, -0.625, 1.313)
C (0.570, 0.397, 0.497)
C (1.772, -0.120, -0.227)
C (-0.750, -0.152, 0.272)
H (0.681, 1.397, 0.923)
O (1.911, -1.266, -0.580)
H (2.561, 0.641, -0.415)
N (-1.843, -0.196, -0.510)
H (-2.663, -0.647, -0.130)
H (-2.008, 0.570, -1.144)

Charges in e, computed with Mulliken, in the same order as the atoms:
1. N -0.536
2. C 0.118
3. C -0.050
4. C 0.188
5. H 0.370
6. O -0.472
7. H 0.305
8. N -0.425
9. H 0.255
10. H 0.248

# 5
An isolated molecule of C3H4N2O at a distorted geometry. Source: OMol25; level of theory: ωB97M-V with the def2-TZVPD basis set.

Results
- ΔE to the lowest compared entry with this formula, charge and spin (kcal per mole) = 94.4
- lowest unoccupied orbital energy (alpha / beta) (eV) = -0.89 / -0.89

Positions of all 10 atoms, in Å:
C (1.568, 0.167, -0.209)
C (-0.707, -0.182, 0.086)
H (-1.307, -1.883, -0.689)
N (1.580, -1.051, -0.667)
O (-1.979, 0.235, 0.292)
H (0.372, 1.433, 1.064)
H (2.504, 0.780, -0.232)
N (-0.454, -1.379, -0.358)
C (0.376, 0.684, 0.296)
H (-1.953, 1.198, 0.416)

Charges in e, computed with Mulliken, in the same order as the atoms:
1. C -0.042
2. C 0.768
3. H 0.260
4. N -0.328
5. O -0.502
6. H 0.295
7. H 0.362
8. N -0.501
9. C -0.645
10. H 0.332

# 6
An isolated molecule of C3H4N2O at a distorted geometry. Source: OMol25; level of theory: ωB97M-V with the def2-TZVPD basis set.

Results
- ΔE to the lowest compared entry with this formula, charge and spin (kcal per mole) = 82.6
- lowest unoccupied orbital energy (eV) = 0.09

Positions of all 10 atoms, in Å:
H (-1.048, 0.762, -1.766)
N (-0.940, 1.178, 0.444)
O (1.237, -1.686, 0.515)
H (0.520, -1.109, -1.880)
C (0.600, -0.737, 0.069)
N (0.308, -0.388, -1.182)
C (-1.072, 1.029, -0.739)
H (-0.470, -0.232, 1.918)
H (0.831, 0.900, 1.521)
C (0.033, 0.283, 1.098)

Charges in e, computed with Mulliken, in the same order as the atoms:
1. H 0.435
2. N -0.377
3. O -0.638
4. H 0.247
5. C 0.399
6. N -0.531
7. C 0.265
8. H 0.272
9. H 0.244
10. C -0.315

# 7
An isolated molecule of C3H4N2O. Source: OMol25; level of theory: ωB97M-V with the def2-TZVPD basis set.

Results
- ΔE to the lowest compared entry with this formula, charge and spin (kcal per mole) = 25.7
- lowest unoccupied orbital energy (eV) = 0.67
- SMILES = Oc1cnc[nH]1

Positions of all 10 atoms, in Å:
H (-2.302, -0.734, 0.681)
C (-0.644, -0.254, -0.065)
C (1.492, 0.198, 0.150)
C (-0.425, 1.071, -0.226)
H (-1.144, 1.828, -0.499)
O (-1.758, -1.030, -0.060)
N (0.588, -0.854, 0.156)
H (0.728, -1.628, -0.480)
H (2.542, 0.052, 0.382)
N (0.924, 1.350, -0.039)

Charges in e, computed with Mulliken, in the same order as the atoms:
1. H 0.350
2. C 0.398
3. C -0.114
4. C -0.417
5. H 0.394
6. O -0.523
7. N -0.205
8. H 0.272
9. H 0.370
10. N -0.526

# 8
An isolated molecule of C3H4N2O at a distorted geometry. Source: OMol25; level of theory: ωB97M-V with the def2-TZVPD basis set.

Results
- ΔE to the lowest compared entry with this formula, charge and spin (kcal per mole) = 107.2
- lowest unoccupied orbital energy (eV) = 0.74
- SMILES = Cc1cnno1

Positions of all 10 atoms, in Å:
H (0.625, 1.695, 1.790)
C (-0.458, -0.994, 0.348)
H (-0.801, 1.096, 2.264)
H (-0.654, -1.886, 1.165)
O (0.342, 0.588, -0.760)
N (0.149, -1.512, -0.742)
C (-0.418, 1.658, 1.372)
N (0.707, -0.565, -1.225)
H (-1.052, 2.560, 1.117)
C (-0.266, 0.398, 0.532)

Charges in e, computed with Mulliken, in the same order as the atoms:
1. H 0.297
2. C -0.290
3. H 0.289
4. H 0.246
5. O -0.087
6. N -0.254
7. C -0.912
8. N -0.042
9. H 0.312
10. C 0.440

# 9
An isolated molecule of C3H4N2O. Source: OMol25; level of theory: ωB97M-V with the def2-TZVPD basis set.

Results
- ΔE to the lowest compared entry with this formula, charge and spin (kcal per mole) = 89.4
- lowest unoccupied orbital energy (eV) = 0.37

Positions of all 10 atoms, in Å:
C (-0.288, 0.892, -0.385)
H (-0.734, 1.749, -0.874)
N (1.403, -0.367, 0.432)
C (0.303, -1.013, 0.672)
H (-0.674, -0.646, -0.958)
N (1.020, 0.797, -0.176)
H (0.324, -1.992, 1.130)
O (-2.152, -0.516, 0.479)
H (1.752, 1.404, -0.521)
C (-0.953, -0.307, 0.203)

Charges in e, computed with Mulliken, in the same order as the atoms:
1. C -0.463
2. H 0.444
3. N -0.667
4. C -0.145
5. H 0.169
6. N 0.203
7. H 0.445
8. O -0.724
9. H 0.229
10. C 0.509

# 10
An isolated molecule of C3H4N2O. Source: OMol25; level of theory: ωB97M-V with the def2-TZVPD basis set.

Results
- ΔE to the lowest compared entry with this formula, charge and spin (kcal per mole) = 80.6
- lowest unoccupied orbital energy (eV) = 0.80
- SMILES = OC1=C=CNN1

Positions of all 10 atoms, in Å:
O (-2.126, 0.114, 0.450)
C (-0.810, 0.158, 0.263)
N (1.085, -0.643, -0.508)
C (0.124, 1.035, 0.863)
C (1.258, 0.485, 0.332)
H (2.304, 0.776, 0.422)
H (1.489, -0.410, -1.412)
H (-2.309, 0.839, 1.070)
H (-0.721, -1.613, -0.881)
N (-0.295, -0.741, -0.599)

Charges in e, computed with Mulliken, in the same order as the atoms:
1. O -0.467
2. C 0.763
3. N -0.344
4. C -0.959
5. C -0.269
6. H 0.374
7. H 0.271
8. H 0.377
9. H 0.280
10. N -0.026

# 11
An isolated molecule of C3H4N2O at a distorted geometry. Source: OMol25; level of theory: ωB97M-V with the def2-TZVPD basis set.

Results
- ΔE to the lowest compared entry with this formula, charge and spin (kcal per mole) = 63.9
- lowest unoccupied orbital energy (eV) = 0.85
- SMILES = Nc1ccon1

Positions of all 10 atoms, in Å:
H (1.159, -1.936, 0.529)
C (-0.545, -0.258, -0.649)
N (1.147, -0.991, 0.868)
H (-1.352, 1.323, -1.852)
H (1.996, -0.567, 1.188)
O (-0.858, 1.768, 0.188)
C (-0.987, 0.982, -0.886)
H (-0.378, -1.077, -1.316)
C (0.075, -0.175, 0.620)
N (-0.224, 0.912, 1.294)

Charges in e, computed with Mulliken, in the same order as the atoms:
1. H 0.201
2. C -0.341
3. N -0.438
4. H 0.379
5. H 0.218
6. O -0.241
7. C -0.280
8. H 0.296
9. C 0.611
10. N -0.405

# 12
A structure of composition C3H4N2O. Source: OMol25; level of theory: ωB97M-V with the def2-TZVPD basis set.

Results
- ΔE to the lowest compared entry with this formula, charge and spin (kcal per mole) = 39.4
- lowest unoccupied orbital energy (eV) = 0.58

Positions of all 10 atoms, in Å:
H (-1.361, 1.439, -0.487)
N (-0.567, 0.977, -0.086)
H (-0.408, -2.329, -0.430)
C (0.769, 1.329, 0.473)
O (1.195, 2.397, 0.779)
N (-0.806, -1.412, -0.522)
H (1.931, -0.659, 0.806)
C (-0.127, -0.343, -0.093)
C (1.102, -0.083, 0.464)
H (-1.729, -1.315, -0.906)

Charges in e, computed with Mulliken, in the same order as the atoms:
1. H 0.174
2. N -0.206
3. H 0.206
4. C 0.350
5. O -0.549
6. N -0.395
7. H 0.342
8. C 0.518
9. C -0.653
10. H 0.211